[1]
Computed, not measured: 2 unconnected molecules or ions with the total composition C10H14N5, with wB97M-V/def2-TZVPD.

As for the energy above the lowest of the compared OMol25 structures with the same formula, charge and spin: 374.2 kJ/mol. For the orbital gap (spin up / spin down), the calculation gives 6.36 / 6.09 eV. The HOMO energy (spin up / spin down) comes out at -10.63 / -10.57 eV.

ORCA input file:
```
! wB97M-V def2-TZVPD RIJCOSX def2/J DEFGRID3
* xyz 1 1
C -3.80 1.64 -0.12
C -3.51 0.69 0.90
C -2.93 1.79 -1.18
C -2.26 0.12 0.95
C -1.72 1.21 -1.13
C -1.27 0.48 0.02
C 0.09 0.12 0.23
C 1.32 -2.85 0.69
C 1.20 0.87 -0.23
C 0.12 -3.60 0.24
N 2.42 0.36 0.04
N 2.21 -2.20 1.00
N 0.98 1.98 -0.92
N 4.56 0.26 0.07
N 3.53 0.91 -0.19
H -4.76 2.23 0.04
H -4.23 0.45 1.61
H -3.31 2.21 -2.09
H -1.97 -0.40 1.96
H -1.00 1.28 -1.93
H -0.64 -2.83 -0.05
H -0.16 -4.40 0.92
H 0.48 -3.95 -0.82
H 0.35 -0.61 0.94
H 0.05 2.39 -0.65
H 1.83 2.44 -1.23
H 5.43 0.77 0.22
H 4.70 -0.76 0.13
H 2.29 -0.61 0.58
*
```

[2]
Computed, not measured: a gas-phase ion, C10H14NO2 (charge +1), with wB97M-V/def2-TZVPD.

As for the energy above the lowest of the compared OMol25 structures with the same formula, charge and spin: 517.8 kJ/mol. For the orbital gap, the calculation gives 8.53 eV. The HOMO energy comes out at -13.97 eV.

ORCA input file:
```
! wB97M-V def2-TZVPD RIJCOSX def2/J DEFGRID3
* xyz 1 1
C -0.49 -2.57 -1.22
C -0.07 -3.27 -0.17
C -0.19 0.96 0.21
C -1.65 -1.68 0.64
C -1.10 -1.27 -0.74
C -0.45 -2.50 1.11
C 0.04 -0.33 -0.49
C -0.24 3.43 -0.12
C 1.93 2.14 -0.04
C 0.46 2.13 -0.50
N 0.66 -1.63 1.04
O -0.82 1.05 1.23
O 1.73 -1.65 1.54
H -0.42 -2.86 -2.25
H 0.48 -4.19 -0.13
H -1.87 -0.84 1.29
H -2.53 -2.31 0.54
H -1.86 -0.84 -1.40
H -0.53 -3.08 2.03
H 0.89 -0.38 -1.16
H 0.26 4.27 -0.59
H -1.28 3.42 -0.45
H -0.23 3.57 0.96
H 2.46 2.92 -0.58
H 2.43 1.19 -0.24
H 1.99 2.35 1.03
H 0.42 1.98 -1.58
*
```

[3]
Computed, not measured: 2 unconnected molecules or ions with the total composition C10H14NOP, with wB97M-V/def2-TZVPD.

As for the energy above the lowest of the compared OMol25 structures with the same formula, charge and spin: 906.5 kJ/mol. For the orbital gap (spin up / spin down), the calculation gives 7.91 / 7.91 eV. The HOMO energy (spin up / spin down) comes out at -8.05 / -8.05 eV.

ORCA input file:
```
! wB97M-V def2-TZVPD RIJCOSX def2/J DEFGRID3
* xyz 0 1
C -1.18 -1.85 0.33
C -1.24 -0.63 0.49
C 0.56 -1.84 -1.87
C -3.15 1.47 2.49
C 3.04 -0.89 -2.20
C -1.94 1.07 2.01
C 2.35 -1.40 0.80
C -0.59 1.74 -0.03
C -0.11 1.38 -1.49
C -1.71 0.82 0.53
N 0.10 -2.75 -2.40
O 1.59 -0.49 0.07
P 1.53 -0.47 -1.55
H -1.02 -2.86 0.25
H -3.49 1.54 3.50
H -3.93 1.40 1.82
H 3.64 -0.15 -1.61
H 3.12 -0.82 -3.36
H -1.04 1.08 2.51
H 1.62 -2.08 1.40
H 2.99 -0.76 1.55
H 2.90 -1.93 -0.01
H -1.06 2.70 -0.19
H 0.19 1.87 0.75
H 0.37 2.22 -1.90
H -0.82 0.86 -2.01
H -2.74 0.76 0.08
*
```

[4]
Computed, not measured: C10H14OS in the gas phase, with wB97M-V/def2-TZVPD.

As for the energy above the lowest of the compared OMol25 structures with the same formula, charge and spin: 187.7 kJ/mol. As for the SMILES: CC(C)(C)C1=CC=C[C@H]2S[C@@]12O. For the orbital gap, the calculation gives 8.81 eV. The HOMO energy comes out at -8.29 eV.

ORCA input file:
```
! wB97M-V def2-TZVPD RIJCOSX def2/J DEFGRID3
* xyz 0 1
C 0.33 1.32 2.39
C -0.35 0.37 1.57
C 1.38 2.04 1.98
C -0.08 0.11 0.28
C 1.91 1.92 0.63
C 1.24 1.05 -0.36
C -0.07 -1.13 -1.92
C -2.21 -0.50 -0.80
C -0.71 -2.27 0.18
C -0.75 -0.93 -0.57
O 1.05 1.44 -1.65
S 2.84 0.37 0.18
H -0.04 1.45 3.40
H -1.16 -0.18 2.04
H 1.86 2.76 2.63
H 2.44 2.79 0.25
H 1.00 -1.31 -1.79
H -0.50 -1.99 -2.42
H -0.20 -0.26 -2.56
H -2.24 0.48 -1.27
H -2.76 -0.45 0.14
H -2.70 -1.22 -1.45
H -1.19 -3.04 -0.41
H -1.22 -2.21 1.14
H 0.32 -2.56 0.36
H 1.82 1.94 -1.96
*
```